Record 1
DFT (ωB97M-V/def2-TZVPD) results for C32H28FeN5O3S5 as an isolated structure in a non-equilibrium geometry.

```
! RIJCOSX wB97M-V def2-TZVPD def2/J DEFGRID3
* xyz -2 6
Fe 0.4377 -0.7527 0.2763
S 3.8456 -3.6450 -1.5651
S -0.5075 -1.9207 4.9169
S 1.2175 -0.7888 2.7324
S -2.2823 2.1225 0.6124
S 1.3426 -3.0955 -0.0012
O -0.4492 -0.6972 -1.4740
O -2.1467 3.0294 -0.5777
O 0.1960 1.5246 0.5973
N 2.3677 -0.2096 -0.4332
N -1.3899 -1.6344 2.5128
N -1.3660 -1.3246 1.1455
N 3.1756 -1.2653 -0.8974
N -0.9487 1.9131 1.4843
C 2.7987 -3.7606 -3.0604
C 4.4389 -1.6998 -5.7943
C 2.8834 4.6431 -0.0172
C -2.7413 -1.0643 -0.8411
C 3.6168 -0.5790 -5.8217
C 4.0354 1.0409 -1.7144
C 2.3265 2.2585 -0.2542
C 4.1666 -2.7384 -4.9189
C -2.4173 1.0541 4.4854
C -3.7908 -1.3318 1.4631
C 2.2527 -1.5528 -4.0945
C 3.0734 -2.6772 -4.0590
C 2.5238 -0.5105 -4.9702
C -2.9089 0.0586 6.6120
C -2.0001 0.3151 5.5886
C -0.6108 -0.2472 5.6323
C -4.0506 -1.1709 -1.3383
C -2.5438 -1.1634 0.6253
C -3.3515 -0.7389 -3.5788
C -0.3072 -1.4324 3.1779
C 2.7387 -2.4697 -0.7225
C 1.0898 2.5193 0.3921
C -4.2099 0.5307 6.5403
C 1.6569 4.8734 0.5872
C -1.6968 -0.7908 -1.7795
C -4.3714 -1.0301 -2.6726
C 3.1868 3.3610 -0.4211
C 0.7815 3.8314 0.7938
C -3.7218 1.5219 4.4092
C -4.6215 1.2636 5.4338
C 2.8483 0.9506 -0.7728
C -2.0573 -0.6261 -3.1417
H 1.4080 -1.4899 -3.4167
H -3.5568 -1.2503 2.5177
H -0.2509 -0.3376 6.6582
H 4.1564 3.2002 -0.8588
H 3.9007 1.8699 -2.4054
H 3.8327 0.2381 -6.4992
H -5.6411 1.6240 5.3689
H 4.1405 0.1125 -2.2659
H -4.8552 -1.3878 -0.6537
H -4.0283 2.0836 3.5358
H -4.2167 -2.3206 1.2803
H 3.5932 5.4450 -0.1774
H 4.9652 1.1956 -1.1625
H 2.9603 -4.7571 -3.4736
H 5.2981 -1.7591 -6.4520
H 1.8820 0.3617 -4.9758
H -1.2527 -0.3863 -3.8252
H -1.7216 1.2469 3.6746
H -5.3996 -1.1221 -2.9985
H -0.1710 3.9868 1.2688
H -3.5806 -0.5948 -4.6293
H 0.0887 0.3619 5.0588
H -2.5936 -0.5327 7.4644
H -4.9054 0.3235 7.3454
H 1.7741 -3.6930 -2.6950
H -4.5321 -0.5789 1.2006
H 4.8172 -3.6049 -4.8867
H 1.3789 5.8714 0.9049
*
```

Properties
**HOMO-LUMO gap (alpha / beta)**: 0.208 / 0.226 Eh
**HOMO energy (alpha / beta)**: -0.0521 / -0.0703 Eh
**LUMO energy (alpha / beta)**: 4.2456 / 4.2420 eV

---

Record 2
DFT (ωB97M-V/def2-TZVPD) results for C32H28LuN7O4 as an isolated structure in a non-equilibrium geometry.

```
! RIJCOSX wB97M-V def2-TZVPD def2/J DEFGRID3
* xyz 2 1
Lu -0.2841 0.1632 -0.2891
O 2.5119 -1.1873 0.4245
O 4.0091 -2.7187 -0.2365
O -0.8361 0.4391 -2.3059
O -1.8578 -1.4600 -1.8541
N -2.6687 -0.2674 0.5572
N 1.3927 -6.7580 2.9228
N -1.6648 2.2417 0.2422
N -0.0963 -1.9881 0.9864
N 1.3201 1.9392 -1.0919
N 0.4566 1.3900 1.8083
N 1.1043 -1.4398 -1.7450
C 1.6597 1.2770 2.3879
C -0.4440 2.1911 2.3997
C -4.3382 -1.9759 0.3190
C 3.1909 3.7111 -2.1784
C -0.5399 3.4161 -1.6901
C 2.6375 1.6914 -1.0499
C 0.5462 -2.4743 -3.8244
C -0.1897 2.8314 3.6079
C -0.9570 -0.8090 -2.3897
C -1.1428 3.5246 -0.2813
C -3.4469 0.5511 -0.1700
C 3.6011 2.5391 -1.5624
C -1.7785 2.3504 1.7120
C 0.8796 -3.2957 2.7476
C 0.0550 -4.3757 0.7730
C -0.3214 -3.1277 0.3131
C 1.8363 3.9811 -2.2289
C 0.9274 3.0876 -1.6692
C 2.2034 -2.2018 -1.6756
C 1.0485 2.6840 4.2090
C -4.6540 0.1406 -0.7263
C 2.0045 1.9079 3.5687
C -5.0846 -1.1572 -0.5188
C 2.5412 -3.1272 -2.6533
C 0.4834 -2.0948 2.1886
C 1.0776 -5.7318 2.5293
C 2.9370 -1.9847 -0.3975
C -3.1491 -1.4912 0.8261
C 0.6799 -4.4676 2.0180
C 1.7003 -3.2430 -3.7567
C 0.2824 -1.5889 -2.7857
C -2.9993 1.9864 -0.3290
H 3.4175 -3.7468 -2.5412
H -2.2205 3.3169 1.9946
H -0.8656 -3.0373 -0.6212
H -0.1361 -2.5559 -4.6555
H -3.7513 2.6334 0.1521
H -1.9516 4.2673 -0.2994
H 2.9931 1.7885 3.9815
H -0.6664 4.3720 -2.1998
H -4.6698 -2.9731 0.5619
H 1.2649 3.1685 5.1468
H -5.9924 -1.5177 -0.9766
H -2.4400 1.5567 2.0792
H 1.4827 4.8854 -2.6988
H -1.0654 2.6534 -2.2693
H 2.3744 0.6443 1.8786
H 0.6237 -1.1717 2.7351
H 3.9070 4.3995 -2.5996
H -0.3733 3.8885 0.4070
H -2.5565 -2.0961 1.5005
H -0.9552 3.4336 4.0717
H 4.4686 -2.5718 0.6099
H 1.9303 -3.9457 -4.5440
H -5.2320 0.8295 -1.3264
H 1.3299 -3.3329 3.7271
H -2.9895 2.2321 -1.3951
H 2.9363 0.7720 -0.5658
H -0.1435 -5.2651 0.1944
H 4.6473 2.2939 -1.4791
*
```

Properties
**HOMO-LUMO gap**: 0.329 Eh
**HOMO energy**: -0.5432 Eh
**LUMO energy**: -5.8311 eV

---

Record 3
DFT (ωB97M-V/def2-TZVPD) results for C32H28MnN2O2P2S2 as an isolated structure.

```
! RIJCOSX wB97M-V def2-TZVPD def2/J DEFGRID3
* xyz 1 5
Mn -0.0834 -0.0087 1.5295
S -2.4103 -0.2404 1.3026
S 2.1415 0.5647 1.0118
P -1.8137 -0.2191 -0.6646
P 1.2793 0.4302 -0.8451
O 3.7232 -4.0678 5.5484
O 0.8894 -1.9105 7.5910
N 2.2292 -2.4183 5.8480
N -0.0541 0.3662 3.5634
C 0.5529 -0.6082 4.2725
C 0.6289 -0.5976 5.6456
C -3.2309 3.5273 -2.8700
C 1.2590 -1.7061 6.4499
C 4.2199 -1.7803 -2.5945
C -0.1392 -0.4045 -0.3950
C 0.2628 4.3349 -1.3076
C 1.6196 3.7495 -3.2065
C 2.2632 -0.5095 -2.0141
C 3.6578 -2.0793 -3.8256
C 2.8820 -3.5150 6.5389
C 0.8774 4.6851 -2.5059
C 0.0411 0.4601 6.3248
C -2.1291 1.3943 -2.8494
C 1.6949 -0.8192 -3.2522
C 1.7458 2.4518 -2.7183
C -3.5383 3.3869 -1.5239
C -3.8453 -1.5733 -1.9579
C -0.5959 1.3915 4.2298
C -3.5355 -3.6412 -3.1389
C -2.5237 2.5314 -3.5336
C -0.5659 1.4745 5.6077
C 1.1129 2.0892 -1.5310
C 2.3933 -1.6014 -4.1562
C -2.4872 -1.5657 -1.6335
C 0.3806 3.0455 -0.8250
C -2.4129 1.2603 -1.4896
C -1.6543 -2.5961 -2.0615
C -2.1851 -3.6326 -2.8223
C 3.5212 -0.9972 -1.6814
C -3.1227 2.2576 -0.8265
C -4.3677 -2.6148 -2.7047
H -4.1062 4.1561 -1.0148
H 0.7829 5.6962 -2.8855
H 4.2036 -2.6910 -4.5337
H 2.1124 4.0285 -4.1292
H 2.1278 -4.2150 6.8913
H -0.0877 2.7834 0.1085
H -3.3623 2.1417 0.2228
H 0.7067 -0.4499 -3.5082
H 1.9562 -1.8406 -5.1171
H 0.9727 -1.4266 3.7070
H 2.6388 -2.1436 4.9711
H -1.5439 -4.4356 -3.1616
H -1.6077 0.6016 -3.3773
H -1.0747 2.1530 3.6299
H 3.9515 -0.7687 -0.7137
H 4.2420 -4.7819 5.9320
H -3.5529 4.4102 -3.4101
H 3.4409 -3.1416 7.3961
H -5.4208 -2.6277 -2.9539
H -4.4902 -0.7641 -1.6308
H -0.3083 5.0716 -0.7557
H 5.2022 -2.1587 -2.3407
H -2.2954 2.6360 -4.5864
H -3.9465 -4.4520 -3.7280
H 0.0662 0.4583 7.4078
H -0.6053 -2.5830 -1.7916
H -1.0230 2.3194 6.1045
H 2.3401 1.7300 -3.2619
*
```

Properties
**Relative energy (zero: lowest compared OMol25 entry of this formula, charge and spin)**: 0.0 kJ/mol
**HOMO-LUMO gap (alpha / beta)**: 0.272 / 0.300 Eh
**HOMO energy (alpha / beta)**: -0.4001 / -0.4122 Eh
**LUMO energy (alpha / beta)**: -3.4951 / -3.0454 eV

---

Question: Number 2 is which compound?
Answer: C32H28LuN7O4